Record 1
Below is C21H25N3O6S in the gas phase, with properties calculated with the ωB97M-V functional and the def2-TZVPD basis.

Structure (XYZ):
```
56
Properties=species:S:1:pos:R:3:forces:R:3:lowdin_charge:R:1
C -0.2325 6.2136 0.6022 -0.12 0.14 0.21 -0.0746
O 0.3569 5.5405 -0.4830 0.13 -0.41 -0.36 -0.0902
C -0.2089 4.3800 -0.9250 0.12 -0.01 -0.07 -0.1883
C -1.3541 3.8241 -0.3742 0.02 0.18 0.14 0.0147
C -1.8550 2.6236 -0.8607 0.15 0.08 -0.21 -0.2398
C -3.0802 1.9932 -0.2524 0.02 0.08 -0.05 -0.0578
C -2.7615 0.6636 0.3371 0.03 -0.08 0.11 -0.3210
N -3.5552 -0.3662 0.3480 -0.54 0.19 -0.33 0.1705
C -2.8744 -1.3628 0.9954 0.74 0.06 0.31 -0.2171
C -3.2549 -2.6681 1.2908 0.13 0.14 0.01 0.0069
C -2.3473 -3.4625 1.9625 -0.11 -0.25 0.06 -0.0673
C -1.0996 -2.9668 2.3284 0.40 -0.38 0.23 -0.2944
S 0.0675 -4.0201 3.1703 0.14 0.17 -0.36 0.6775
O 0.6781 -3.2966 4.2468 0.15 0.19 -0.07 -0.2843
O -0.5354 -5.2909 3.4626 -0.19 0.02 -0.24 -0.2824
N 1.2463 -4.1830 1.9666 -0.69 0.35 0.64 -0.2364
C 2.5241 -4.6400 2.4833 0.50 -0.07 0.19 -0.1780
C 3.5412 -4.6027 1.3433 -0.12 0.10 0.30 -0.1866
O 3.1209 -5.4058 0.2639 0.11 -0.19 -0.03 -0.1275
C 1.8688 -4.9889 -0.2238 -0.38 0.12 0.05 -0.1871
C 0.8010 -5.0215 0.8725 0.00 -0.32 -0.54 -0.1809
C -0.6879 -1.6794 2.0549 0.04 0.25 -0.03 0.0150
C -1.5948 -0.8800 1.3832 -0.38 -0.66 0.11 -0.1683
N -1.5625 0.4189 0.9512 0.00 0.19 0.00 0.1773
C -1.1959 1.9843 -1.8897 0.04 0.15 -0.01 0.0366
C -0.0450 2.5247 -2.4696 -0.12 0.01 0.12 -0.1838
O 0.4744 1.7531 -3.4571 -0.23 0.08 0.29 -0.0573
C 1.5743 2.1760 -4.2341 0.42 0.01 -0.26 -0.0628
C 0.4571 3.7409 -1.9907 0.21 0.24 -0.17 -0.1332
O 1.6224 4.2729 -2.5097 -0.31 -0.38 0.51 -0.1128
C 1.5201 5.5525 -3.1043 -0.01 0.31 -0.18 -0.0659
H 0.3957 7.0851 0.7801 -0.08 -0.05 0.03 0.0968
H -1.2498 6.5435 0.3682 0.04 -0.03 0.02 0.0989
H -0.2470 5.5915 1.5025 -0.02 0.01 -0.04 0.0977
H -1.8641 4.3170 0.4376 -0.04 0.08 0.09 0.1060
H -3.8573 1.8450 -1.0040 0.00 -0.01 0.09 0.1318
H -3.4904 2.6400 0.5281 -0.02 -0.01 -0.05 0.1263
H -4.2265 -3.0333 1.0024 -0.12 -0.06 -0.03 0.1145
H -2.5785 -4.4815 2.2297 -0.10 -0.12 -0.01 0.1109
H 2.8070 -3.9708 3.2952 0.18 -0.09 -0.03 0.1199
H 2.4410 -5.6658 2.8706 0.09 0.05 -0.01 0.1369
H 4.5010 -5.0065 1.6680 -0.06 0.10 0.05 0.1289
H 3.6704 -3.5634 1.0065 0.03 -0.06 0.05 0.1289
H 1.6121 -5.6747 -1.0325 -0.06 0.10 0.04 0.1291
H 1.9433 -3.9638 -0.6179 -0.02 -0.08 -0.02 0.1290
H -0.1435 -4.6217 0.4995 0.01 -0.11 -0.15 0.1228
H 0.6435 -6.0536 1.2168 -0.01 0.07 -0.09 0.1319
H 0.2861 -1.3454 2.3716 0.15 0.12 0.01 0.1219
H -0.7941 1.0644 1.0257 -0.04 0.00 -0.08 0.1665
H -1.5604 1.0482 -2.2818 -0.04 -0.16 -0.08 0.1368
H 1.7625 1.3530 -4.9236 -0.01 0.08 0.03 0.0951
H 1.3406 3.0773 -4.8062 0.02 -0.03 0.04 0.0943
H 2.4591 2.3548 -3.6213 -0.09 -0.04 -0.11 0.0967
H 0.7435 5.5664 -3.8774 0.04 -0.03 0.02 0.0995
H 1.3069 6.3273 -2.3661 0.03 -0.08 -0.10 0.0829
H 2.4908 5.7401 -3.5606 -0.05 0.05 -0.04 0.0954
```
Positions in Å, forces in eV/Å.

Calculated values
**Calculated total energy**: -1829.08123 hartree
**Relative energy (zero: lowest compared OMol25 entry of this formula, charge and spin)**: 57.95 kcal/mol
**LUMO level**: 0.38 eV
**HOMO level**: -8.7 eV
**SMILES**: COc1cc(Cc2nc3ccc(S(=O)(=O)N4CCOCC4)cc3[nH]2)cc(OC)c1OC
**HOMO-LUMO gap**: 9.1 eV

***

Record 2
Below is C21H25NO7S in the gas phase, with properties calculated with the ωB97M-V functional and the def2-TZVPD basis.

Structure (XYZ):
```
55
Properties=species:S:1:pos:R:3:forces:R:3:lowdin_charge:R:1
C -6.0348 -0.2991 -0.3387 0.40 0.09 -0.06 -0.0609
C -4.8503 0.5057 -0.8564 -0.51 0.01 -0.33 -0.2172
O -3.6243 0.0556 -0.2890 0.26 -0.04 0.21 -0.0190
C -3.0458 -1.0122 -0.8705 -0.07 -0.13 -0.24 -0.4243
O -3.5158 -1.5584 -1.8442 -0.07 0.08 0.02 0.0970
C -1.8116 -1.4124 -0.2009 0.37 -0.16 0.08 -0.0244
C -0.9406 -2.4059 -0.6723 -0.32 0.08 0.12 -0.2149
C -0.9912 -3.2129 -1.9107 0.04 -0.05 -0.15 0.0152
N 0.0619 -2.5286 0.1985 -0.18 -0.24 -0.12 0.1444
C -0.0788 -1.6188 1.2269 -0.87 0.52 0.04 -0.1457
C 0.8691 -1.4533 2.2853 0.58 -0.21 0.12 -0.3279
O 0.7247 -0.7103 3.2445 0.12 -0.04 -0.05 0.0659
C 2.1859 -2.2507 2.1730 -0.19 -0.23 0.52 -0.0473
O 3.0502 -1.6700 1.1931 0.05 0.39 0.19 0.0104
C 3.2769 -2.3336 0.0609 0.44 -0.55 -0.22 -0.5232
O 2.7917 -3.4068 -0.1976 0.06 -0.08 -0.03 0.0920
C 4.3291 -1.6405 -0.7854 -0.31 -0.14 -0.03 -0.1006
C 4.1427 -0.1366 -0.8022 -0.69 0.17 -0.17 -0.1837
S 2.5036 0.1758 -1.5723 0.24 0.37 -0.08 0.7360
O 1.6713 -0.9495 -1.2227 -0.01 0.21 0.11 -0.2765
O 2.7083 0.4334 -2.9719 0.15 0.31 -0.06 -0.2994
C 1.8404 1.6369 -0.7836 0.34 -0.48 -0.24 -0.2729
C 1.4915 1.5685 0.5509 -0.05 -0.06 0.13 -0.0416
C 0.9463 2.6804 1.1661 0.06 -0.05 -0.09 -0.0174
C 0.7523 3.8601 0.4537 0.06 -0.05 -0.07 -0.2617
C 0.1360 5.0554 1.1105 -0.05 -0.01 -0.01 -0.0437
C 1.1179 3.9056 -0.8892 -0.01 -0.10 0.07 -0.0265
C 1.6608 2.7963 -1.5125 0.08 -0.01 -0.21 -0.0444
C -1.2656 -0.9112 1.0010 0.44 -0.26 0.02 -0.1135
C -1.8220 0.1604 1.8626 0.06 0.10 0.25 -0.0153
H -5.9395 -1.3358 -0.6514 -0.05 -0.07 -0.02 0.0747
H -6.9580 0.1074 -0.7418 -0.13 0.03 -0.03 0.0757
H -6.0717 -0.2591 0.7474 -0.06 0.01 0.10 0.0763
H -4.7902 0.4252 -1.9470 0.00 0.11 0.18 0.1207
H -4.9309 1.5553 -0.5642 0.05 -0.12 -0.06 0.1226
H -0.1946 -2.8802 -2.5766 0.05 -0.02 -0.12 0.0922
H -1.9495 -3.0802 -2.4022 0.06 -0.05 -0.01 0.0721
H -0.8288 -4.2666 -1.6892 0.00 -0.08 -0.02 0.0903
H 0.8840 -3.0925 0.0162 0.02 0.03 0.03 0.1240
H 2.0065 -3.3038 1.9369 0.06 0.14 0.03 0.1326
H 2.7099 -2.1619 3.1291 -0.17 -0.01 -0.18 0.1402
H 5.3075 -1.9034 -0.3724 -0.05 0.06 -0.04 0.1403
H 4.2572 -2.0408 -1.7977 0.06 -0.10 0.13 0.1356
H 4.1248 0.2837 0.1989 0.04 0.06 0.05 0.1017
H 4.8826 0.3628 -1.4201 -0.02 0.11 -0.03 0.1085
H 1.6341 0.6501 1.0950 -0.01 -0.08 0.15 0.0968
H 0.6671 2.6247 2.2072 -0.03 -0.01 0.13 0.1208
H -0.9314 5.0858 0.8914 -0.08 0.06 0.03 0.0886
H 0.5792 5.9754 0.7369 0.01 0.09 0.02 0.0802
H 0.2580 5.0128 2.1894 -0.01 0.05 0.08 0.0787
H 0.9707 4.8167 -1.4503 -0.01 0.09 -0.06 0.1165
H 1.9405 2.8051 -2.5540 0.02 0.08 -0.13 0.1127
H -1.2139 0.2759 2.7539 -0.06 0.05 0.00 0.0676
H -1.8485 1.0997 1.3120 -0.06 0.08 0.00 0.0839
H -2.8451 -0.0795 2.1457 -0.06 0.06 0.03 0.0879
```
Positions in Å, forces in eV/Å.

Calculated values
**Calculated total energy**: -1794.89193 hartree
**Relative energy (zero: lowest compared OMol25 entry of this formula, charge and spin)**: 0.00 kcal/mol
**LUMO level**: 0.45 eV
**HOMO level**: -8.3 eV
**SMILES**: CCOC(=O)c1c(C)[nH]c(C(=O)COC(=O)CCS(=O)(=O)c2ccc(C)cc2)c1C
**HOMO-LUMO gap**: 8.7 eV

***

Record 3
Below is a molecular structure, C21H25OTeYb, with properties calculated with the ωB97M-V functional and the def2-TZVPD basis.

Structure (XYZ):
```
49
Properties=species:S:1:pos:R:3:forces:R:3:lowdin_charge:R:1
Yb 0.0176 0.1640 0.0884 -0.27 -1.69 -1.97 1.4104
C 2.1652 0.6316 1.3776 0.27 -0.90 1.14 -0.2647
C 2.5832 -0.2790 0.3722 0.22 0.38 -0.96 -0.2217
C 2.5162 0.4045 -0.8892 -0.09 0.44 1.50 -0.1774
H 2.8798 -1.3212 0.5003 -0.22 0.40 0.04 0.0869
C 2.0398 1.7301 -0.6205 0.24 -0.50 -1.05 -0.2138
C 1.8331 1.8448 0.7658 -0.35 1.64 0.72 -0.2796
H 1.4634 2.7590 1.2909 0.37 -0.96 -0.52 0.1036
H 2.0802 0.3846 2.4565 0.06 0.30 -0.89 0.0916
H 2.8029 0.0057 -1.8486 -0.25 -0.09 -0.04 0.0850
H 1.8850 2.4996 -1.3943 -0.02 -0.48 0.58 0.0972
C -2.4776 0.4601 0.8439 -0.06 -0.20 0.29 -0.2649
C -1.7551 1.6059 1.2760 -0.01 0.05 0.94 -0.2619
C -1.4248 2.3580 0.1269 0.52 1.20 0.01 -0.2579
H -1.4845 1.8425 2.3226 -0.21 -0.14 -0.77 0.0954
C -1.9422 1.7009 -1.0057 0.08 -0.05 -0.61 -0.2028
C -2.5650 0.5163 -0.5622 -0.92 -0.78 -0.63 -0.2118
H -3.0604 -0.2461 -1.2177 0.72 0.87 0.74 0.1139
H -2.8571 -0.3517 1.4778 0.26 0.49 -0.39 0.0632
H -0.8559 3.3134 0.1035 -0.52 -0.87 0.08 0.0975
H -1.8928 2.0458 -2.0530 0.16 -0.33 0.78 0.0838
O -0.0328 -1.2592 -1.4563 -1.33 3.74 2.56 -0.4431
C -0.2392 -0.2863 -4.3284 -1.19 2.86 -1.75 -0.3798
C 0.3855 -1.5782 -4.0850 -0.34 0.67 2.59 -0.2777
C 0.6251 1.1216 -4.1697 -2.15 -2.75 0.58 -0.1463
C -1.8967 -0.2093 -4.3369 3.52 -0.47 1.66 -0.1422
C 0.4245 -1.9668 -2.4276 1.61 -5.64 -2.41 -0.4562
H 1.4337 -1.6767 -4.3816 0.25 0.35 -0.08 0.0498
H -0.0998 -2.4544 -4.5270 -0.38 0.04 -0.12 0.0498
H -0.0789 -3.0341 -2.3655 0.17 1.07 -0.40 0.0800
H 1.4817 -2.3497 -2.2190 -0.03 0.68 -0.23 0.0653
H 0.8034 1.6731 -5.1190 0.09 -0.11 0.64 0.0135
H 1.5298 0.7999 -3.6459 0.41 0.30 -0.46 0.0125
H 0.1023 1.7448 -3.3997 0.20 0.16 -0.70 0.0121
H -2.3379 -0.3490 -5.3272 -0.30 0.00 0.17 0.0043
H -2.2316 0.7170 -3.8292 0.00 -0.11 -0.57 0.0117
H -2.1297 -1.0110 -3.5946 -0.56 0.18 -0.80 0.0374
Te -0.3146 -2.5388 1.6805 -0.09 -0.13 -0.96 0.6744
C -0.1099 -1.5283 3.4677 -0.13 -0.36 0.91 -0.7590
C -1.2465 -0.9307 4.0808 2.01 0.12 0.95 -0.1686
C -1.0648 -0.3057 5.3332 0.14 -0.47 -0.76 -0.1189
C 0.1925 -0.3142 5.9558 0.01 -0.07 -0.21 -0.1431
C 1.2935 -0.9501 5.3601 -0.39 -0.32 -0.69 -0.1223
C 1.1556 -1.5878 4.1108 -1.46 1.08 0.96 -0.1967
H -2.1982 -1.0144 3.5815 -0.13 0.20 0.05 0.0622
H -1.9132 0.1702 5.8153 0.08 0.00 0.07 0.0822
H 0.3130 0.1649 6.9252 -0.01 -0.03 -0.13 0.0762
H 2.2560 -0.9682 5.8622 -0.07 0.04 0.08 0.0820
H 1.9462 -2.1472 3.6279 0.11 0.18 0.09 0.0683
```
Positions in Å, forces in eV/Å.

Calculated values
**Calculated total energy**: -2317.04189 hartree
**Multiplicity**: 2
**LUMO level (spin up / spin down)**: 4.40 / 4.40 eV
**HOMO level (spin up / spin down)**: 2.2 / 2.2 eV
**HOMO-LUMO gap (spin up / spin down)**: 2.2 / 2.2 eV
**Total charge**: -2

***

Record 4
Below is a molecular structure, C21H26ClNOP2Pr, with properties calculated with the ωB97M-V functional and the def2-TZVPD basis.

Structure (XYZ):
```
53
Properties=species:S:1:pos:R:3:forces:R:3:lowdin_charge:R:1
C -1.0308 3.3231 -1.2607 0.57 0.34 0.03 -0.0367
C -0.8220 2.0463 -0.7341 0.41 -0.27 -0.05 -0.1875
C 0.4799 1.4829 -0.8297 -0.54 -0.33 0.59 -0.1818
C 1.5258 2.2138 -1.3817 0.19 0.35 -0.18 -0.1119
C 1.3246 3.5096 -1.8350 0.00 0.04 -0.11 -0.0086
C 0.0469 4.0648 -1.7767 -0.52 0.05 -0.09 -0.0513
C 2.9181 1.6084 -1.3393 -2.52 -2.05 -1.83 -0.1805
C 2.8668 0.0863 -1.4603 0.34 -0.44 -0.01 -0.1093
C 1.7126 -0.5701 -1.0509 -0.42 -0.14 0.24 -0.1892
C 1.5534 -1.9647 -1.2673 -0.15 0.32 0.22 -0.2155
C 2.6743 -2.6937 -1.6562 0.24 0.39 -0.14 -0.0316
C 3.8970 -2.0489 -1.8998 -0.08 -0.42 -0.03 -0.0563
C 3.9837 -0.6644 -1.8315 -0.04 0.39 -0.38 -0.0174
H -2.0484 3.7312 -1.2807 0.46 -0.06 0.00 0.1186
H 2.1850 4.0656 -2.2394 -0.60 -0.17 0.16 0.1321
H -0.1302 5.0693 -2.1700 0.06 -0.37 0.16 0.1143
H 3.5260 2.0040 -2.1671 -0.05 0.02 0.50 0.1616
H 2.5756 -3.7694 -1.7901 0.12 0.19 -0.01 0.1208
H 4.7703 -2.6443 -2.1752 -0.28 0.24 0.08 0.1140
H 4.9080 -0.1271 -2.0847 -0.33 -0.42 0.05 0.1285
N 0.7248 0.1743 -0.3454 -0.41 0.14 -3.00 -0.2253
Pr 0.6103 -0.0637 1.7530 0.55 -0.26 2.59 0.8360
C -1.9813 1.2026 -0.2539 -0.56 -0.03 -0.16 -0.2242
H -1.7810 0.1370 -0.4678 -0.03 0.35 0.09 0.0849
H -2.8807 1.4907 -0.8375 0.34 -0.21 0.16 0.1163
C 0.1934 -2.6205 -1.0764 0.09 0.19 0.00 -0.2768
H -0.5777 -2.0716 -1.6467 0.32 -0.24 0.09 0.0990
H 0.2135 -3.6741 -1.3876 0.01 0.32 -0.19 0.0987
P -2.6362 1.2659 1.4900 0.49 -0.07 -1.00 0.7848
P -0.2882 -2.5683 0.7029 0.66 -0.66 -0.74 0.7504
C 0.7880 -3.9187 1.3173 -0.05 0.00 0.44 -0.2604
H 0.8031 -3.8431 2.4121 0.06 -0.29 -0.38 -0.0139
H 0.3409 -4.8748 1.0104 0.34 0.18 0.04 0.0553
H 1.8159 -3.8241 0.9412 -0.31 -0.02 0.01 0.0519
C -1.9084 -3.3738 0.6935 -0.38 0.04 0.19 -0.2487
H -1.7624 -4.4460 0.5111 -0.23 0.26 -0.02 0.0546
H -2.3883 -3.2255 1.6674 0.05 -0.14 -0.18 0.0452
H -2.5385 -2.9384 -0.0919 0.08 -0.14 0.15 0.0439
C -3.2729 2.9343 1.6475 -0.32 0.38 0.40 -0.1674
H -4.3208 3.0111 1.3269 0.31 0.04 0.06 0.0682
H -3.1859 3.1777 2.7181 -0.22 0.13 -0.42 0.0669
H -2.6549 3.6362 1.0666 -0.17 -0.26 0.22 0.0538
C -3.9023 -0.0155 1.3820 -0.25 -0.28 0.15 -0.1557
H -3.9664 -0.5388 2.3427 -0.08 0.16 -0.19 0.0682
H -4.8842 0.3868 1.1222 0.13 0.00 0.02 0.0671
H -3.6124 -0.7493 0.6163 -0.06 0.26 0.22 0.0490
C 3.4775 1.9108 -0.0402 0.44 0.56 -0.16 -0.1735
O 3.0628 1.5973 1.0577 0.44 0.24 -0.30 0.0695
H 4.2975 2.4941 -0.4597 1.61 0.88 2.63 0.1497
Cl -0.1354 -1.8930 3.6310 0.37 0.29 0.31 0.0230
C -1.5311 0.8027 2.7158 0.03 0.33 0.91 -0.4706
H -2.0124 0.0758 3.4124 0.59 0.61 -0.59 0.0163
H -1.0233 1.6191 3.2994 -0.69 -0.43 -0.55 0.0515
```
Positions in Å, forces in eV/Å.

Calculated values
**Calculated total energy**: -2605.56798 hartree
**Relative energy (zero: lowest compared OMol25 entry of this formula, charge and spin)**: 13.29 kcal/mol
**Multiplicity**: 3
**LUMO level (spin up / spin down)**: -2.76 / -2.74 eV
**HOMO level (spin up / spin down)**: -10.7 / -10.6 eV
**HOMO-LUMO gap (spin up / spin down)**: 7.9 / 7.9 eV
**Total charge**: +1

***

Number 4 is which compound?
C21H26ClNOP2Pr

***

Among the records above, which one has the lowest calculated total energy?
C21H26ClNOP2Pr

***

calculated total energy of number 4 (C21H26ClNOP2Pr)?
-2605.56798 hartree